{"formula": "C22H20F10N4O4V", "method": "ωB97M-V with the def2-TZVPD basis set", "homo_energy_ha": [-0.4059, -0.4059], "homo_lumo_gap_ev": [6.2, 6.2], "e_above_lowest_kcal_mol": 21.13, "total_charge": 1, "elements": ["H", "H", "C", "H", "C", "C", "F", "C", "O", "H", "C", "C", "H", "N", "C", "H", "H", "C", "N", "V", "C", "F", "F", "C", "C", "C", "N", "H", "F", "H", "H", "C", "H", "C", "C", "C", "F", "O", "H", "O", "F", "C", "H", "O", "H", "F", "H", "H", "H", "C", "C", "F", "C", "H", "H", "H", "F", "C", "C", "N", "F"], "xyz": [[3.59663, 0.87740, 2.44480], [-0.78144, 3.31720, 3.06404], [0.36087, 2.65383, -4.32246], [-2.33156, 0.47657, 2.60209], [1.39802, -3.40278, -1.84530], [-2.72549, -0.72817, 0.30691], [0.89126, 3.30139, -5.34709], [0.65013, 3.02650, -3.00862], [1.37314, 0.40486, -0.40573], [4.36351, 0.82187, 0.12356], [-1.95407, -0.54459, 2.59123], [-2.26911, -0.39375, -1.11891], [-2.72452, -1.20551, 3.00379], [-1.58951, -0.96442, 1.22740], [2.58371, 0.04456, -0.78126], [1.34778, 0.23499, 2.93475], [-2.04179, -1.30078, -1.69397], [-0.72481, 1.18355, -2.12383], [1.77218, -0.18795, 2.10929], [0.02962, 0.01382, 0.28278], [-0.50736, 1.58434, -4.53870], [1.44403, 4.05985, -2.75820], [5.67736, -1.23545, -3.02574], [-1.28023, -2.39100, 1.32109], [-1.05207, 0.89018, -3.46399], [2.84463, 0.71601, 1.66029], [-1.09118, 0.42462, -1.04921], [-1.86577, 4.20731, 1.96537], [0.35224, -4.24834, -1.86163], [-1.26195, -3.09399, -0.72288], [0.00000, -3.75732, 0.31371], [3.62929, -3.03749, -2.71268], [-1.06841, -0.59814, 3.22863], [3.62946, -1.77961, -2.11207], [2.51534, -1.35373, -1.37930], [-1.27462, 2.28682, 1.24331], [-1.85780, -0.14383, -3.74179], [4.65736, -0.90484, -2.12570], [-0.62221, -2.54592, 2.18236], [-2.23067, 2.13658, 0.50781], [4.66894, -3.47993, -3.41264], [0.11677, 2.30080, -1.95300], [-3.39518, -1.59590, 0.28498], [-0.40190, 1.33388, 1.40759], [2.38669, 1.68344, 1.42141], [0.42926, 2.69479, -0.69965], [-3.07799, 0.14108, -1.62852], [-3.28581, 0.13652, 0.67087], [3.97524, -0.82526, 0.65521], [3.55718, 0.15586, 0.42930], [-0.55149, -2.84209, 0.07103], [2.42731, -4.99907, -3.19876], [2.48674, -3.82006, -2.59539], [2.16893, -1.08527, 2.39651], [-2.19163, -2.98791, 1.46592], [-0.14455, 4.03698, 1.58282], [2.97469, 0.93757, -1.77218], [1.36904, -2.15880, -1.15784], [-1.00894, 3.54555, 2.02545], [0.33917, -1.77299, -0.33661], [-0.79997, 1.20443, -5.77573]], "forces_ev_per_a": [[-0.202, 0.014, -0.135], [0.058, -0.042, 0.042], [-0.196, -0.176, 0.342], [0.021, -0.177, -0.058], [0.062, 0.324, 0.034], [-0.759, 0.336, -0.582], [-0.080, -0.045, 0.178], [-0.164, -0.284, -0.095], [3.244, 2.333, -2.191], [0.033, -0.069, 0.066], [-0.110, 0.365, 0.523], [-0.776, -0.613, 0.203], [0.073, 0.018, -0.126], [-0.523, -0.671, 0.480], [3.267, -1.205, -0.982], [-0.023, -0.230, -0.134], [-0.068, 0.180, 0.095], [0.651, 1.264, -1.543], [-0.403, -0.153, 0.172], [-4.235, -2.311, 1.998], [0.055, 0.136, 0.275], [-0.049, -0.085, -0.058], [-0.292, -0.256, -0.081], [0.475, -0.866, -0.273], [0.181, -0.044, 0.179], [0.549, 0.185, -0.093], [-0.062, 0.031, -0.038], [-0.038, -0.007, -0.032], [0.048, 0.071, -0.060], [0.092, -0.014, 0.146], [-0.104, 0.152, -0.067], [0.014, 0.264, 0.040], [-0.142, -0.007, -0.050], [-0.680, -1.178, -0.390], [-0.116, 0.307, 0.017], [-1.813, 1.222, -0.398], [0.161, 0.082, -0.111], [0.665, 0.843, 0.481], [-0.126, 0.119, -0.051], [-0.009, 0.589, 0.514], [-0.240, -0.196, 0.037], [-0.165, 0.060, -0.086], [0.111, 0.069, 0.095], [1.130, 0.313, 1.595], [0.113, -0.140, 0.121], [-0.030, 0.289, -0.631], [0.132, -0.104, 0.106], [0.183, -0.242, 0.007], [0.054, 0.022, -0.061], [-0.476, 0.254, -0.053], [-0.608, -0.397, 0.436], [0.094, 0.174, 0.049], [0.094, 0.221, 0.154], [-0.123, 0.228, -0.081], [0.150, 0.177, 0.109], [0.109, 0.070, 0.032], [-0.324, -0.022, 0.393], [1.435, -0.711, -1.272], [-0.012, -0.182, -0.155], [-0.316, -0.358, 0.855], [0.009, 0.071, 0.114]], "lowdin_charge": [0.13, 0.09, -0.12, 0.10, -0.12, -0.11, 0.16, -0.13, -0.15, 0.14, -0.03, -0.14, 0.12, -0.27, -0.47, 0.10, 0.13, -0.12, 0.02, 1.09, -0.12, 0.15, 0.04, -0.16, -0.11, -0.20, -0.08, 0.10, 0.09, 0.12, 0.14, -0.12, 0.10, -0.13, 0.02, -0.62, 0.11, 0.08, 0.13, 0.09, 0.14, -0.12, 0.14, -0.17, 0.13, 0.10, 0.15, 0.12, 0.14, -0.03, -0.18, 0.16, -0.13, 0.11, 0.14, 0.09, 0.10, -0.12, 0.04, -0.05, 0.15]}